Formula: C12H14O5
Source: OMol25
Level of theory: the ωB97M-V functional and the def2-TZVPD basis

Values from the calculation:
**SMILES string**: C=CCC1=C(CCOC(=O)CC)C(=O)OC1=O
**ΔE to the lowest compared entry with this formula, charge and spin**: 15.9 kcal per mole
**Kohn-Sham gap**: 7.980 eV
**HOMO energy**: -0.3165 hartree
**Strongest force on any atom**: 2.27 eV Å⁻¹
**Calculated total energy**: -841.750120 Eh

```
! RIJCOSX wB97M-V def2-TZVPD def2/J DEFGRID3
* xyz 0 1
C 3.654 -1.109 0.605
C 2.275 -1.013 0.703
C 1.415 -1.730 -0.293
C 0.575 -0.849 -1.145
C 0.411 0.471 -1.299
C 1.066 1.625 -0.608
C 0.434 2.012 0.726
O -0.976 2.275 0.552
C -1.756 1.467 1.333
O -1.769 1.562 2.531
C -2.641 0.469 0.613
C -2.664 -0.877 1.332
C -0.635 0.690 -2.345
O -1.327 1.625 -2.559
O -0.680 -0.505 -3.073
C -0.312 -1.487 -2.195
O -0.628 -2.633 -2.263
H 4.093 -2.089 0.784
H 4.284 -0.265 0.344
H 1.865 -0.459 1.542
H 2.057 -2.324 -0.946
H 0.733 -2.456 0.179
H 0.925 2.493 -1.260
H 2.144 1.509 -0.523
H 0.909 2.898 1.137
H 0.526 1.175 1.414
H -2.269 0.348 -0.399
H -3.653 0.870 0.592
H -2.710 -0.762 2.412
H -3.546 -1.440 1.028
H -1.799 -1.492 1.081
*
```

***

Formula: C12H14Se
Source: OMol25
Level of theory: the ωB97M-V functional and the def2-TZVPD basis

Values from the calculation:
**ΔE to the lowest compared entry with this formula, charge and spin**: 97.2 kcal per mole
**Kohn-Sham gap (spin up / spin down)**: 7.310 / 7.308 eV
**HOMO energy (spin up / spin down)**: -0.3003 / -0.3003 hartree
**Strongest force on any atom**: 4.89 eV Å⁻¹
**Calculated total energy**: -2866.817605 Eh

```
! RIJCOSX wB97M-V def2-TZVPD def2/J DEFGRID3
* xyz 0 1
C -0.765 0.419 2.761
C -1.283 -0.413 2.090
C 3.575 0.688 -0.485
C 2.760 0.600 0.613
C 3.243 0.199 -1.730
C 1.623 -0.234 0.500
C 2.102 -0.563 -1.838
C 1.377 -0.899 -0.715
C -0.244 1.526 3.490
C -3.372 -0.475 -2.138
C -3.065 -1.071 -0.753
C -1.624 -0.819 -0.473
Se -0.191 -2.005 -0.940
H 4.585 1.201 -0.359
H 3.101 1.091 1.587
H 3.839 0.381 -2.546
H 0.968 -0.506 1.224
H 1.749 -0.970 -2.819
H -0.910 2.317 3.625
H 0.148 1.193 4.417
H 0.573 1.841 2.886
H -4.407 -0.805 -2.438
H -3.353 0.650 -2.103
H -2.562 -0.703 -2.742
H -3.450 -0.801 0.164
H -3.213 -2.109 -0.903
H -1.205 0.268 -0.377
*
```

***

Formula: C12H15Be2K3N3O8S2
Source: OMol25
Level of theory: the ωB97M-V functional and the def2-TZVPD basis

Values from the calculation:
**ΔE to the lowest compared entry with this formula, charge and spin**: 0.0 kcal per mole
**Kohn-Sham gap**: 2.197 eV
**HOMO energy**: -0.5729 hartree
**Strongest force on any atom**: 4.93 eV Å⁻¹
**Calculated total energy**: -3857.044806 Eh

```
! RIJCOSX wB97M-V def2-TZVPD def2/J DEFGRID3
* xyz 3 1
K 5.154 -1.331 1.488
K -1.570 -0.277 3.102
K 1.914 1.975 2.282
Be 1.721 -4.038 1.420
Be 1.896 -1.939 4.745
S 1.538 -0.997 1.117
O 1.244 -2.042 0.141
O 0.442 -0.045 1.228
O 1.871 -1.718 2.397
O 2.734 -0.249 0.788
S 1.136 0.831 5.323
O 2.218 0.331 4.419
O 0.677 -0.387 6.029
O 1.580 1.749 6.340
O 0.093 1.434 4.502
N 2.796 0.334 -1.999
C 2.400 1.437 -2.691
C 2.744 1.222 -4.013
C 3.488 0.053 -4.132
C 3.528 -0.471 -2.861
H 2.560 0.073 -1.049
H 1.852 2.241 -2.226
H 2.627 1.923 -4.826
H 3.935 -0.283 -5.053
H 3.996 -1.321 -2.388
N -1.089 -1.535 -1.402
C -1.242 -0.854 -2.607
C -2.615 -0.744 -2.897
C -3.223 -1.606 -1.981
C -2.268 -2.075 -1.061
H -0.193 -1.670 -0.936
H -0.410 -0.465 -3.177
H -2.970 -0.191 -3.752
H -4.227 -2.003 -2.025
H -2.302 -2.770 -0.236
N -2.220 1.086 0.205
C -3.355 0.380 0.574
C -4.375 1.315 0.816
C -3.763 2.555 0.892
C -2.453 2.398 0.383
H -1.277 0.724 0.139
H -3.309 -0.699 0.555
H -5.393 1.024 1.025
H -4.220 3.498 1.149
H -1.667 3.126 0.254
*
```

***

Formula: C12H15Be2KN3O12S3
Source: OMol25
Level of theory: the ωB97M-V functional and the def2-TZVPD basis

Values from the calculation:
**Kohn-Sham gap**: 2.047 eV
**HOMO energy**: -0.1707 hartree
**Strongest force on any atom**: 4.51 eV Å⁻¹
**Calculated total energy**: -3356.748787 Eh

```
! RIJCOSX wB97M-V def2-TZVPD def2/J DEFGRID3
* xyz -1 1
K -3.680 -5.883 0.194
Be -0.049 3.187 5.267
Be -5.007 -0.698 4.614
S -4.788 4.713 4.603
O -3.524 5.210 4.087
O -5.593 5.707 5.298
O -5.562 4.056 3.577
O -4.361 3.693 5.533
S -0.780 -0.313 9.058
O -1.156 -0.610 7.696
O 0.160 0.788 8.931
O -1.989 0.097 9.765
O -0.204 -1.494 9.732
S -0.338 -0.309 1.089
O -1.442 0.405 1.810
O -0.561 -1.781 1.164
O -0.251 0.251 -0.277
O 0.817 0.013 1.859
N -2.090 4.864 -3.602
C -2.111 5.239 -4.939
C -3.257 5.950 -5.191
C -3.813 6.219 -3.936
C -3.108 5.527 -2.972
H -1.486 4.235 -3.092
H -1.346 4.906 -5.624
H -3.751 6.174 -6.125
H -4.700 6.829 -3.850
H -3.210 5.592 -1.899
N 0.371 -2.007 -6.378
C 1.126 -3.077 -6.691
C 0.713 -3.451 -7.994
C -0.033 -2.387 -8.536
C -0.215 -1.573 -7.496
H 0.481 -1.451 -5.542
H 1.771 -3.674 -6.063
H 0.974 -4.320 -8.580
H -0.336 -2.278 -9.567
H -0.824 -0.708 -7.275
N 5.455 -3.929 2.914
C 5.896 -5.023 2.109
C 6.952 -5.777 2.696
C 7.135 -5.118 3.873
C 6.286 -4.000 4.017
H 4.649 -3.356 2.705
H 5.373 -5.103 1.168
H 7.457 -6.675 2.372
H 7.769 -5.400 4.701
H 6.181 -3.261 4.797
*
```